Molecular formula: C33H82BN14O34PS2
Method: DFT, ωB97M-V with the def2-TZVPD basis set

Calculated values
orbital gap: 8.231 eV
ΔE to the lowest compared entry with this formula, charge and spin: 265.4 kcal/mol
total energy: -157617.121 eV
net charge: 0
spin multiplicity: 1

```
167
Properties=species:S:1:pos:R:3:mulliken_charge:R:1
C -3.627 0.510 -0.889 -0.166
C 0.240 0.184 7.909 -0.469
N 13.043 7.808 -6.219 0.830
C -3.864 1.155 0.592 -0.501
N 0.220 -6.556 3.534 0.860
H -2.654 -1.145 1.136 0.270
O -5.607 -6.236 4.354 -0.525
C 2.390 3.518 1.800 -0.339
H 2.675 2.707 -0.323 0.248
H 0.195 -1.319 -4.854 0.398
S -2.035 1.305 4.502 1.136
C 3.369 3.061 0.566 -0.589
C 0.263 -1.243 -3.689 -0.531
H 2.800 4.572 2.179 0.411
H 7.596 0.975 -3.310 0.348
O -2.815 -2.232 5.219 -0.583
H -4.517 -1.194 2.425 0.235
H -1.123 -8.162 3.815 0.304
C -1.909 -0.382 1.671 -0.154
H 2.681 0.297 0.390 -0.453
O 10.228 4.942 -7.759 -0.505
O 0.271 -6.442 4.764 -0.514
C -9.158 -7.315 1.782 -0.531
N -4.832 -2.676 -2.988 1.066
H -6.003 4.969 5.148 0.296
O -3.722 -2.842 -3.507 -0.594
O 4.265 1.222 4.132 -0.619
H -2.517 2.330 -1.962 -0.102
H 0.816 1.336 0.985 -0.918
H -2.756 -0.265 -0.977 -0.102
H -10.132 -6.985 2.151 0.271
H 6.307 0.755 -4.542 0.428
N 8.205 1.631 -6.362 0.914
H -0.387 1.001 -3.221 0.270
H -0.449 -0.057 7.097 0.047
C -6.315 4.199 4.439 -0.699
H 11.873 7.537 -4.503 0.287
H -0.276 0.724 8.706 0.303
O -7.359 -4.322 -3.689 -0.517
H -4.099 -2.878 2.535 0.304
C -3.303 0.954 -3.602 -0.881
N 5.942 -0.135 -2.662 0.866
H -2.874 1.814 -4.311 0.315
O 6.439 -0.696 -1.678 -0.495
H -4.395 2.299 -2.116 0.372
O 8.702 1.070 -5.379 -0.539
O 1.153 -1.620 2.306 0.069
O 0.535 -1.338 9.648 -0.558
H -6.051 -4.100 -2.054 0.274
C -3.006 1.796 2.987 -0.663
O -6.179 3.833 2.148 -0.496
O 10.814 3.838 -9.574 -0.506
H 3.024 -1.856 -0.237 0.004
C -2.508 1.134 1.572 1.081
O -5.298 5.682 2.958 -0.530
H 1.341 -0.784 -3.458 0.077
H -2.900 2.977 2.865 0.359
H 12.822 5.194 -7.773 0.177
O -2.902 1.080 5.788 -0.666
O 1.371 -1.832 7.670 -0.511
H 12.883 5.070 -9.564 0.349
H -4.086 2.315 0.425 0.240
H -5.354 -2.842 -0.966 0.254
H 12.881 6.122 -4.986 0.264
H 0.647 -3.958 4.190 0.273
H 3.888 -2.924 1.154 0.193
C -5.163 -3.515 -1.805 -0.697
H -9.506 -2.845 -3.632 0.288
H -0.905 -0.452 1.031 -0.476
H -1.196 1.741 -0.329 -0.178
P -0.316 -2.373 2.962 0.468
H -4.317 -4.171 -1.589 0.292
N -6.485 -5.461 4.749 0.909
O 0.828 -5.858 2.715 -0.445
H 2.031 -0.072 3.773 -0.313
O 3.708 0.638 6.182 -0.591
H -3.506 6.212 -0.220 0.305
C -2.566 6.586 0.191 -0.834
N -8.500 -4.633 -4.050 0.822
O -1.011 0.003 4.112 0.052
H -2.443 7.648 -0.031 0.329
C 6.878 0.276 -3.744 -1.011
B -2.970 -1.730 3.816 0.114
O -7.987 -5.969 0.284 -0.476
H 1.097 0.757 7.547 0.248
H -1.272 -4.157 -3.277 0.109
C 3.850 0.351 0.367 1.002
C -9.629 -3.907 -3.409 -0.718
N 0.757 -1.100 8.455 0.915
H 5.447 1.979 0.595 0.309
H -9.575 -4.096 -2.335 0.251
H 0.287 4.320 2.162 0.206
N -8.962 -6.715 0.435 0.819
H -10.569 -4.281 -3.821 0.298
H 9.636 1.141 -7.811 0.300
H -2.793 -1.218 -3.107 -0.325
H 2.539 2.773 2.698 0.041
H 0.108 1.855 2.653 -0.229
H -7.403 4.098 4.434 0.302
C 12.846 7.207 -4.872 -0.691
H 12.066 6.473 -8.795 0.345
H 0.494 -4.442 -3.879 0.221
O 4.423 -0.804 1.087 -0.434
N 3.657 0.524 4.952 0.893
H 13.645 7.551 -4.212 0.317
O -7.673 -5.475 4.407 -0.523
C 4.344 1.785 1.006 -0.401
O -0.017 -3.237 4.450 -0.469
C -0.802 -0.108 -3.077 0.717
C -0.652 -7.630 2.985 -0.784
H -9.124 -8.400 1.667 0.279
N -1.437 5.860 -0.450 0.915
C 2.785 -0.550 4.403 0.030
C -0.352 -3.610 -3.788 -0.538
H -0.706 -3.302 -4.859 0.262
H -1.829 3.167 0.728 -0.065
H 0.990 -1.516 1.308 0.048
C -1.630 -0.949 3.178 0.186
C 0.083 2.115 1.514 1.497
H -4.356 0.673 -4.055 0.261
C -6.070 -4.417 5.724 -0.452
H -1.406 -7.153 2.356 0.282
O -5.695 -1.873 -3.362 -0.516
H 9.859 2.741 -7.010 0.225
C 0.803 3.615 1.353 -0.689
H -0.019 -8.304 2.405 0.309
O 4.742 0.115 -2.827 -0.531
H -6.939 -3.809 5.983 0.291
N -4.260 -1.983 3.058 -0.677
H 0.641 4.038 0.261 0.293
H 4.042 3.973 0.268 0.335
H -5.829 3.248 4.664 0.256
C -2.293 -0.331 -3.726 -0.028
H 4.830 -2.350 -0.458 0.206
C -1.392 2.059 0.806 -0.462
H 3.418 -1.224 3.822 0.283
H -4.180 1.610 3.075 0.344
H -5.301 -3.806 5.246 0.027
O -1.722 5.002 -1.293 -0.492
H 7.373 -0.625 -4.111 0.332
H 8.570 2.521 -8.242 0.347
S -1.008 -3.509 1.510 -0.287
H -2.512 6.397 1.265 0.300
C 12.298 5.410 -8.706 -0.682
H -8.359 -6.971 2.442 0.159
O -1.115 2.539 4.853 -0.664
N -5.896 4.606 3.071 0.892
H 4.416 1.700 2.176 0.140
H -4.819 0.743 1.163 0.331
C -3.424 1.605 -2.102 -0.150
O 12.213 7.513 -7.087 -0.516
O 0.206 -2.524 -2.970 -0.252
O -9.792 -7.009 -0.433 -0.514
H 2.314 -1.081 5.232 0.183
H -0.773 -0.285 -1.899 -0.624
H 4.238 0.292 -0.739 -0.227
C 4.032 -2.059 0.367 -0.281
C 9.141 2.042 -7.444 -0.730
H -5.679 -4.928 6.607 0.297
H -4.624 -0.088 -1.159 0.108
O 7.006 1.881 -6.527 -0.516
H -2.155 -0.747 -4.818 0.433
N 11.008 4.669 -8.679 0.832
O -0.296 6.171 -0.088 -0.512
H -2.547 -3.210 5.146 0.315
O 14.018 8.553 -6.369 -0.503
O -8.785 -5.491 -4.894 -0.502
```

=====

Molecular formula: C33H84Br6F4N10O27S4
Method: DFT, ωB97M-V with the def2-TZVPD basis set

Calculated values
orbital gap: 3.988 eV
total energy: -580205.153 eV
net charge: -2
spin multiplicity: 1

```
168
Properties=species:S:1:pos:R:3:mulliken_charge:R:1
C -1.545 -6.237 6.805 -1.054
H -2.813 -2.704 -8.635 0.350
N 0.817 0.891 -0.113 1.171
H -0.771 0.309 1.140 0.029
C -3.428 -1.936 -8.165 -1.425
Br 5.881 3.563 4.009 -0.173
Br -1.065 -1.939 -3.795 -0.054
H 2.563 1.052 -1.253 0.394
Br 2.889 -3.542 -5.604 -0.227
H 0.410 -3.968 -5.647 0.495
H -1.595 -1.109 -7.317 0.058
Br 2.858 0.046 3.647 -0.127
O 5.509 5.123 1.240 -0.602
H -1.531 1.001 -6.125 -0.123
H -0.694 4.525 5.391 0.357
O -3.080 2.410 1.763 -0.312
H -1.552 4.732 -6.870 0.322
H -0.219 4.037 1.109 0.872
O 1.000 0.188 -5.673 -0.263
H -0.888 -4.630 8.147 0.352
H -2.305 6.160 0.157 0.316
H -0.517 1.176 -3.398 -0.484
S 4.342 4.578 0.599 0.909
H 3.102 2.475 3.437 0.059
C 2.145 0.329 -0.556 -0.415
H 6.057 -2.695 1.252 0.320
Br -4.563 1.124 -1.733 -0.122
H 1.139 1.202 -3.028 -0.817
H 0.830 0.324 1.956 -0.022
C 0.127 -2.948 6.382 -0.539
H -1.652 8.274 4.821 0.287
H -2.028 -7.016 -2.265 0.374
H -2.781 2.177 -6.608 0.058
C -0.032 -7.028 -1.179 0.090
C -2.679 -1.052 -7.186 0.668
H -2.301 -4.298 7.092 0.268
C 0.743 -2.673 -3.992 -0.507
O -0.718 3.721 -4.837 -0.290
F 4.791 4.559 -0.927 -0.348
H -3.360 -1.560 -1.511 0.220
H 4.360 -7.104 -1.125 0.367
N 0.014 -5.525 2.726 0.947
H 2.089 -6.206 0.229 -0.075
H 0.738 -2.909 4.398 -0.289
O 3.312 -0.077 -4.067 -0.492
O -0.562 6.384 3.496 -0.260
H -3.254 4.965 -6.243 0.309
N -3.569 4.614 0.819 0.960
C 3.852 1.693 3.339 -0.015
H 0.777 -2.194 -6.049 0.281
H -0.697 8.962 3.526 0.290
C 0.968 2.348 0.352 -0.247
H -4.300 -2.428 -7.729 0.306
O -0.097 -1.900 -0.300 0.096
C -0.989 -6.694 -2.341 -1.105
H 5.868 -2.863 3.077 0.351
H 3.386 -6.704 -2.459 0.321
C 3.526 -6.457 -1.406 -1.293
C -2.191 5.035 -6.043 -1.021
O -2.624 4.153 -3.935 -0.516
H -0.945 -5.633 -2.580 0.073
H -1.925 3.203 5.440 0.338
H -0.519 3.488 -1.228 -0.289
O 4.876 1.186 -5.505 -0.668
H 5.885 -4.301 2.037 0.350
O 3.435 6.878 2.518 -0.615
H 1.631 -1.639 5.289 0.255
H -0.687 2.418 1.690 0.050
C 0.172 1.488 -2.610 0.853
H -0.609 -6.738 6.550 0.238
C 0.277 0.029 1.048 -0.135
H -2.231 -6.302 5.962 0.245
H 1.514 -1.793 0.942 -0.009
H 4.213 1.702 2.315 0.257
H -3.115 -0.064 -4.506 0.058
H 5.738 1.053 4.157 0.364
H 1.166 -4.870 4.225 -0.170
C -0.633 8.438 4.475 -0.893
O -4.583 4.863 0.160 -0.741
C 0.466 -1.475 0.942 -0.559
H 1.861 -6.344 3.422 0.260
F 4.275 1.987 -3.385 -0.248
O -1.189 -5.572 2.936 -0.592
H -2.943 -1.421 -6.192 -0.040
C 1.212 -2.637 5.347 -0.368
F 1.385 6.738 1.373 -0.353
N -1.826 4.215 -4.859 0.882
H -1.926 -6.842 7.629 0.390
F 0.985 2.201 -6.952 -0.318
H -0.692 -2.234 6.490 0.377
H 1.414 -1.955 -3.525 0.206
N 4.137 -3.240 2.006 0.949
H 4.707 1.866 5.388 0.401
H -1.492 4.726 0.906 -0.243
O 0.462 -5.231 1.636 -0.372
H 2.039 -3.344 5.431 0.275
O 1.067 6.890 4.814 -0.534
C 2.232 -6.809 -0.670 0.111
O -2.341 6.094 6.204 -0.591
O -0.446 -4.236 6.164 -0.106
O 2.783 0.698 -7.288 -0.654
C -2.599 1.144 -6.317 0.413
O 3.469 -3.486 2.989 -0.449
O -3.128 0.285 -7.324 -0.486
N -2.730 5.083 5.644 1.032
O 0.184 3.773 -1.810 -1.068
H -1.835 6.038 -5.804 0.354
H 0.066 -2.028 1.798 0.458
H -1.038 3.133 0.000 -0.172
H 2.809 0.258 0.305 0.017
S 1.936 1.134 -6.214 1.096
H -2.203 4.592 -0.743 0.004
H -2.726 -0.684 -0.137 -0.699
H -5.789 3.387 2.463 0.291
H -6.061 1.674 1.913 0.384
C -1.308 -4.754 7.146 -0.364
O 3.685 -2.879 0.934 -0.456
H -3.848 -1.349 -8.986 0.325
H -0.272 -3.528 -1.605 -0.580
O -4.096 1.538 3.458 -0.678
O -3.551 4.047 1.898 -0.410
H -5.666 -0.866 -0.821 0.492
C -4.790 -0.365 -0.413 -0.637
H 0.929 -3.616 -3.469 0.470
N -4.103 2.151 2.402 1.057
H 2.246 -7.853 -0.339 0.442
H 1.927 -0.659 -0.954 -0.193
O 1.218 -6.481 -1.618 -0.260
H -0.622 -7.267 -3.196 0.335
H 0.456 -6.475 4.538 0.139
H 0.090 -8.105 -1.050 0.496
C -0.199 0.813 -1.283 1.928
H -1.216 1.062 -0.977 -0.454
O 3.981 3.207 0.808 -0.489
C -2.264 5.078 0.230 0.226
N 0.019 7.139 4.253 0.835
Br -3.759 -2.722 0.737 -0.202
N 3.054 5.596 0.292 -0.300
C -5.433 2.560 1.856 -0.907
C -3.202 0.938 -4.927 -0.508
H 1.666 2.354 1.188 0.042
H 1.034 -3.585 -0.453 0.311
H -0.264 -0.245 -1.542 -0.679
S 3.720 1.177 -4.647 0.864
N 2.571 2.166 -5.021 -0.174
C -0.355 2.996 0.831 -1.402
C 4.994 1.824 4.341 -0.625
H -5.065 0.043 0.556 0.377
O -3.891 4.749 5.510 -0.591
C 0.973 -5.856 3.813 -0.292
H 1.474 2.896 -0.442 0.803
H -4.263 1.196 -5.004 0.417
C -3.589 -1.244 -0.496 0.501
H 0.738 -2.913 7.293 0.316
H -0.291 -6.466 -0.280 -0.110
H -2.769 1.616 -4.190 -0.163
H -5.224 2.893 0.845 0.262
C 5.633 -3.241 2.086 -1.044
H -0.078 8.887 5.294 0.342
H 3.813 -5.409 -1.339 0.279
H -1.805 4.208 4.010 -0.067
C -1.687 4.208 5.092 -0.521
C -0.013 -3.270 -0.582 -0.179
S 2.688 5.896 1.777 1.092
H 0.186 2.606 -2.578 0.050
H -0.487 -3.944 0.138 0.435
O 2.170 4.795 2.554 -0.433
C 0.968 -3.064 -5.425 -0.701
```

=====

Molecular formula: C33H84N2O10
Method: DFT, ωB97M-V with the def2-TZVPD basis set

Calculated values
orbital gap: 8.422 eV
ΔE to the lowest compared entry with this formula, charge and spin: 91.9 kcal/mol
total energy: -59035.066 eV
net charge: 0
spin multiplicity: 1

```
129
Properties=species:S:1:pos:R:3:mulliken_charge:R:1
C -3.327 5.619 3.802 -1.795
C 0.903 -1.768 -8.661 0.527
H 1.304 4.309 5.402 0.358
C -1.120 -1.175 4.831 0.778
H 1.080 -4.576 3.056 0.246
H -0.351 7.177 4.613 0.302
C -0.550 0.812 -1.923 -1.986
H 1.742 -0.340 0.595 0.414
C 5.022 -0.681 0.012 -0.949
H -1.939 -0.397 0.435 0.381
C -0.868 -0.200 0.378 -1.224
H -1.273 -2.456 1.373 0.248
N -1.135 4.481 3.985 0.988
H -5.416 0.363 4.334 0.355
H -3.998 -0.430 2.410 -0.072
H 2.097 0.551 -1.450 0.237
C 5.683 -0.123 -2.261 -1.409
H 0.900 -5.025 4.505 0.255
H 0.147 2.171 4.623 0.582
O 3.471 -3.507 -1.397 -0.558
H 5.337 0.167 0.619 0.497
C 1.338 -1.353 0.628 -1.040
H 1.844 0.757 -3.172 0.505
H 1.117 0.364 -9.147 0.375
C 0.296 -0.378 -2.429 2.416
H 0.114 -2.063 -9.371 0.138
C -4.319 0.579 2.703 0.685
C -1.788 5.738 3.675 1.143
H -3.630 5.606 4.851 0.454
H 3.538 -3.970 -2.241 0.245
H -0.110 -5.235 -6.190 0.383
C -0.795 -2.669 0.419 -1.424
H -1.332 1.815 -0.236 0.353
C 0.660 -0.314 -8.418 -1.188
H -1.608 6.718 5.584 0.383
H 1.169 -1.507 1.697 0.259
H -2.011 7.822 4.202 0.427
H 4.043 -0.514 -0.439 -0.089
H -0.069 3.635 1.412 -0.058
H -1.593 0.702 -2.240 0.453
H -5.924 1.991 2.223 0.324
H -5.482 0.873 0.924 0.372
H -0.260 1.741 -2.422 0.389
C -0.063 -0.729 -3.881 -2.354
H -0.623 -0.063 1.435 -0.004
H 1.424 4.473 1.744 0.497
N 0.054 -1.525 -1.544 0.720
H 6.498 -0.242 -2.996 0.461
H -0.496 2.010 3.042 -0.300
H -3.613 4.638 3.401 0.275
H 7.090 -0.533 -0.653 0.321
C -5.613 0.968 2.003 -1.501
O -4.525 0.625 4.097 -0.543
H -0.164 -2.567 -6.787 0.337
H -3.909 6.308 3.195 0.362
H -2.302 5.211 1.677 0.400
H -0.085 -2.381 3.650 0.083
H -0.378 0.000 -8.299 0.327
H -6.416 0.340 2.397 0.463
H 0.708 -0.980 6.033 0.340
C 0.209 4.066 3.495 1.707
C 1.271 4.712 4.384 -1.661
C 0.359 4.450 1.998 -0.674
O 6.080 -2.282 -1.358 -0.610
O 0.798 -4.263 3.927 -0.541
H -2.632 -5.007 -3.236 0.331
H 1.496 -2.790 -1.354 -0.073
H -3.102 -1.920 5.315 0.377
H -1.456 -0.139 4.777 0.189
O -1.358 4.072 5.328 -0.562
H -2.780 -1.898 3.633 0.096
H -3.017 1.609 1.259 0.256
H -1.496 -2.997 -0.345 0.234
H 0.057 -2.495 5.977 0.253
C -1.115 -5.174 -5.755 -1.552
H -0.731 -3.250 -4.954 -1.210
H 1.178 2.166 3.158 0.470
O 0.055 -4.652 -3.696 -0.638
C -0.181 5.844 1.705 -0.951
H -3.215 2.481 2.753 -0.804
C 1.757 0.037 -2.349 -1.955
C -0.276 -1.453 6.067 -1.442
H -0.780 -1.329 7.023 0.373
H -3.050 -3.732 -4.497 0.346
C -0.006 -1.423 -0.087 1.865
C -1.421 6.974 4.538 -1.750
C -2.306 -4.143 -3.814 -1.234
H -2.273 1.079 2.882 -0.915
H 1.178 -0.015 -7.496 0.243
H -2.158 -3.412 -3.007 0.116
O -0.300 -1.438 3.668 -0.167
H 5.636 0.960 -2.149 0.370
O 0.721 -2.699 -1.936 0.012
C 0.260 2.555 3.610 -1.837
H -1.083 -1.109 -3.876 0.339
H 0.641 -1.321 -4.462 0.410
H 2.003 -2.164 0.325 0.039
H 0.340 6.571 2.333 0.317
H 0.386 -3.921 -3.131 0.521
H -0.032 0.210 -4.447 0.491
C 6.131 -0.878 -1.039 0.424
C -1.628 5.921 2.164 -1.107
H 0.047 6.020 0.653 0.454
H 4.318 -3.026 -1.311 0.287
O 2.209 -1.947 -9.202 -0.538
O 2.529 -5.354 0.467 -0.669
C -2.301 -2.120 4.587 -1.208
H 2.316 4.552 4.099 0.413
H -2.146 -3.199 4.590 0.344
H 4.811 -1.581 0.595 0.330
H 0.345 1.595 -0.066 0.255
H -1.297 -6.202 -5.434 0.373
H -0.032 -3.434 0.595 0.081
C -0.971 -4.240 -4.565 2.405
H 1.794 -5.584 -0.112 0.317
C -3.126 1.473 2.331 1.382
H 4.807 -0.563 -2.729 0.369
H 6.655 -2.466 -2.111 0.308
H 1.043 -3.602 -7.626 0.260
H 1.466 -2.227 -6.643 0.282
C -0.548 1.076 -0.424 -0.287
H 2.966 -4.601 0.022 0.375
C 0.742 -2.581 -7.387 -1.151
H 2.194 -1.390 -9.987 0.357
H -1.784 -4.879 -6.559 0.334
H -2.262 3.739 5.268 0.385
H 1.120 5.779 4.541 0.249
H 2.456 -0.784 -2.522 0.171
H -2.000 6.880 1.786 0.462
```